No. 1
{"formula": "C6H9DyF2NO5S2", "method": "ωB97M-V/def2-TZVPD", "fmax_ha_per_bohr": 0.0704, "spin_multiplicity": 7, "total_charge": 2, "gap_ev": [7.56, 7.23], "e_above_lowest_kcal_mol": 0.00, "elements": ["Dy", "S", "S", "F", "F", "O", "O", "O", "O", "O", "N", "C", "C", "C", "C", "C", "C", "H", "H", "H", "H", "H", "H", "H", "H", "H"], "xyz": [[2.13653, 0.44239, -0.33825], [-0.84820, 1.69340, 4.46121], [0.55644, 0.67912, 2.34790], [-0.98231, -1.38181, 2.44155], [-1.69550, 0.09104, 1.04536], [0.13474, -0.90933, -0.93503], [1.07014, 1.59493, 1.23075], [-1.12782, 3.04364, 4.94831], [2.18590, -1.23889, 0.70998], [0.33724, 1.10932, -2.86661], [-0.70224, 1.69123, 2.91908], [-0.06405, -1.73016, 0.15542], [1.29082, -2.27244, 0.57036], [-0.59900, -0.56372, 1.44600], [-0.85308, -0.78650, -1.96936], [-0.93258, 0.65688, -2.40280], [1.05742, 1.89246, -2.05507], [1.57969, -3.01818, -0.19645], [1.13543, -2.82141, 1.52217], [-1.26728, 1.29166, -1.57060], [1.95762, 2.29100, -2.52837], [-1.83412, -1.09981, -1.59309], [-0.53573, -1.43461, -2.79588], [-1.63882, 0.73897, -3.23696], [0.50675, 2.50697, -1.32997], [-0.86799, -2.46612, 0.02036]], "forces_ev_per_angstrom": [[0.56, 0.05, 0.26], [-0.26, 2.71, 1.24], [-2.31, 0.65, 0.17], [0.23, 0.16, 0.44], [0.56, 0.13, -0.50], [1.05, 0.92, -0.90], [0.70, -0.77, -0.69], [0.01, -2.43, -0.79], [0.40, 1.21, -0.61], [0.92, 0.24, 0.19], [1.59, -1.07, -0.24], [-0.33, 2.30, 2.77], [-1.71, -2.18, 0.49], [-0.39, -2.77, -1.02], [-0.33, -0.21, -0.58], [-0.84, 0.01, 0.32], [-0.65, 0.00, -0.58], [0.20, 0.33, 0.34], [0.34, 0.21, -0.39], [0.00, -0.07, -0.20], [-0.17, 0.09, -0.08], [0.19, 0.03, -0.09], [-0.20, 0.13, 0.14], [0.19, 0.06, 0.15], [0.12, 0.00, -0.12], [0.13, 0.27, 0.27]], "mulliken_charge": [1.770, 0.684, 0.472, -0.247, -0.276, -0.404, -0.587, -0.322, -0.600, -0.246, -0.194, -0.406, -0.580, 0.806, -0.486, -0.417, -0.777, 0.363, 0.404, 0.345, 0.536, 0.391, 0.356, 0.358, 0.492, 0.565]}

=====

No. 2
{"formula": "C6H9F", "method": "ωB97M-V/def2-TZVPD", "fmax_ha_per_bohr": 0.0675, "gap_ev": 7.46, "e_above_lowest_kcal_mol": 157.07, "elements": ["F", "C", "C", "C", "C", "C", "C", "H", "H", "H", "H", "H", "H", "H", "H", "H"], "xyz": [[2.87107, 0.84507, -0.29353], [-0.89997, -0.56090, -0.90342], [-1.27617, 0.88582, -0.80392], [1.63764, 0.73003, 0.23427], [1.34796, -0.77643, 0.13607], [-0.03235, -1.18951, 0.32097], [-1.17627, 1.59722, 0.48315], [-0.19219, 2.11641, 0.41779], [-1.92264, -0.98947, -0.98445], [-0.17833, -2.27194, 0.38431], [-0.52973, -0.81356, -2.01955], [2.15192, -1.05424, 0.80665], [-2.04523, 2.28403, 0.49938], [-0.99230, 0.92429, 1.39986], [1.73321, -0.98281, -0.86880], [-0.49661, -0.74402, 1.19121]], "forces_ev_per_angstrom": [[-0.75, 0.09, 0.36], [1.03, -0.18, -0.65], [0.06, -0.44, -0.60], [0.81, -1.01, -0.33], [2.03, 2.61, -1.07], [-2.72, -0.11, -1.50], [0.04, -1.30, 0.36], [-0.70, 0.17, -0.21], [0.16, 0.07, 0.36], [0.18, 0.15, -0.09], [-0.36, 0.54, 2.56], [0.07, -0.89, 0.66], [0.74, -0.15, 0.59], [-0.75, 1.24, -0.84], [-0.01, -0.54, -0.04], [0.19, -0.24, 0.42]], "mulliken_charge": [-0.168, -0.398, -0.416, -0.004, -0.606, -0.529, -0.680, 0.351, 0.358, 0.338, 0.304, 0.420, 0.348, 0.153, 0.357, 0.173]}